# C5H8

A single C5H8 molecule in a non-equilibrium geometry (wB97M-V/def2-TZVPD, the OMol25 dataset).

Properties
Charge ... 0
Total energy ... -195.17309 hartree
F_max ... 2.67 eV/Å

CARTESIAN COORDINATES (ANGSTROEM)
C  -0.19  -0.04  -1.73
C  0.54  -0.08  -0.33
C  0.22  0.99  0.96
C  -0.52  -1.80  1.34
C  0.07  -1.08  0.55
H  -0.16  1.85  0.45
H  -0.51  0.77  1.80
H  0.49  0.12  -2.59
H  -1.09  -1.76  2.23
H  1.17  1.15  1.48
H  -0.89  0.79  -1.73
H  -0.75  -0.96  -1.95
H  1.62  0.04  -0.48

=====

# C38H34N3O

2 unconnected molecules or ions with the total composition C38H34N3O in a non-equilibrium geometry (wB97M-V/def2-TZVPD, the OMol25 dataset).

Properties
Charge ... +1
Total energy ... -1707.62084 hartree
F_max ... 3.07 eV/Å

CARTESIAN COORDINATES (ANGSTROEM)
O  -0.85  1.82  6.70
N  -0.03  0.63  6.50
N  4.78  -0.02  1.43
N  -5.04  0.30  1.45
C  -7.31  -2.44  2.61
C  3.56  1.47  2.90
C  5.78  -3.59  1.31
C  -5.28  1.19  -0.82
C  -1.27  0.96  3.17
C  7.90  1.94  1.59
C  -2.37  0.55  3.95
C  1.23  0.96  3.34
C  5.07  -1.32  0.94
C  3.68  0.23  2.22
C  -5.68  -0.97  1.57
C  -6.93  -3.47  1.74
C  5.46  1.99  0.20
C  -5.57  1.26  0.54
C  -3.56  0.18  3.35
C  -7.05  3.14  0.13
C  -0.05  1.36  3.84
C  -6.45  2.25  1.02
C  -1.41  1.00  1.76
C  -3.75  0.42  1.97
C  -6.76  3.06  -1.24
C  -5.93  -3.25  0.79
C  5.29  -2.38  1.82
C  -2.66  0.83  1.18
C  5.91  -3.77  -0.07
C  -5.87  2.09  -1.71
C  2.62  -0.70  2.24
C  5.23  -1.48  -0.45
C  -6.69  -1.18  2.52
C  6.94  0.97  1.85
C  6.45  2.93  -0.10
C  7.65  2.92  0.62
C  1.39  -0.31  2.73
C  2.35  1.82  3.47
C  5.61  -2.72  -0.95
C  1.27  1.02  7.01
C  5.73  1.01  1.16
C  -5.29  -2.01  0.72
H  -8.08  -2.60  3.36
H  8.41  3.67  0.40
H  -2.81  0.99  0.11
H  -4.60  0.41  -1.17
H  4.42  2.14  2.96
H  -7.24  3.75  -1.93
H  1.70  1.87  6.46
H  2.24  2.78  3.98
H  8.84  1.92  2.15
H  -2.27  0.49  5.03
H  6.03  -4.40  2.01
H  -0.55  1.23  1.13
H  1.94  0.16  6.94
H  -6.67  2.28  2.09
H  6.25  -4.73  -0.47
H  -4.50  -1.82  -0.01
H  -0.10  2.22  4.52
H  7.10  0.16  2.57
H  1.14  1.30  8.06
H  0.02  0.51  5.47
H  -4.39  -0.21  3.93
H  5.11  -2.25  2.89
H  -5.62  2.03  -2.77
H  -7.42  -4.44  1.81
H  6.27  3.66  -0.89
H  -5.64  -4.04  0.10
H  0.54  -0.99  2.64
H  5.68  -2.86  -2.03
H  5.02  -0.63  -1.10
H  -7.74  3.89  0.51
H  4.50  1.96  -0.32
H  -1.71  1.45  6.98
H  2.78  -1.70  1.82
H  -6.97  -0.36  3.18

=====

Question: Which of these has the lowest total energy?
Answer: C38H34N3O